No. 1
# C36H24BrF4O3P2PdS

A structure of composition C36H24BrF4O3P2PdS (ωB97M-V with the def2-TZVPD basis set, OMol25).

```
72
Properties=species:S:1:pos:R:3
Pd -0.138 -0.041 0.065
O -1.171 -2.885 -2.608
S -0.320 -2.153 -1.736
O -0.255 -0.629 -1.943
O -0.581 -2.320 -0.302
C 1.356 -2.627 -1.943
C 1.605 -3.843 -2.557
C 2.914 -4.292 -2.670
C 3.953 -3.535 -2.168
C 3.696 -2.313 -1.553
C 2.400 -1.831 -1.429
P 2.160 -0.162 -0.704
C 2.484 1.006 -2.036
C 3.753 1.059 -2.617
C 4.010 1.945 -3.650
C 3.003 2.788 -4.109
C 1.741 2.739 -3.538
C 1.482 1.847 -2.505
C 3.512 0.048 0.472
C 3.819 -0.982 1.362
C 4.861 -0.839 2.264
C 5.597 0.338 2.303
C 5.271 1.382 1.453
C 4.228 1.243 0.544
H 0.779 -4.424 -2.945
H 3.116 -5.240 -3.152
H 4.974 -3.888 -2.252
H 4.526 -1.739 -1.161
H 4.550 0.413 -2.268
H 4.995 1.980 -4.098
H 3.205 3.480 -4.918
H 0.955 3.389 -3.898
H 0.492 1.799 -2.078
H 3.259 -1.911 1.339
H 5.103 -1.652 2.938
H 6.421 0.441 3.001
H 5.834 2.306 1.486
H 3.997 2.063 -0.124
F -3.043 5.609 3.028
C -2.407 4.468 2.842
C -1.792 3.837 3.902
F -1.842 4.374 5.111
C -1.130 2.641 3.695
F -0.581 2.075 4.770
C -1.045 2.048 2.442
P -0.216 0.436 2.254
C -1.323 -0.755 3.011
C -2.176 -1.500 2.196
C -3.086 -2.380 2.763
C -3.145 -2.519 4.141
C -2.297 -1.779 4.958
C -1.387 -0.898 4.400
C 1.298 0.549 3.203
C 2.046 1.726 3.186
C 3.198 1.821 3.947
C 3.614 0.741 4.718
C 2.897 -0.447 4.700
C 1.745 -0.551 3.934
C -1.694 2.707 1.399
Br -1.754 2.026 -0.339
C -2.361 3.894 1.584
F -2.972 4.515 0.583
H -2.132 -1.426 1.121
H -3.739 -2.961 2.124
H -3.853 -3.208 4.584
H -2.344 -1.888 6.034
H -0.734 -0.323 5.043
H 1.723 2.578 2.596
H 3.769 2.740 3.946
H 4.507 0.825 5.326
H 3.231 -1.294 5.286
H 1.190 -1.480 3.926
```

Values from the calculation:
* calculated total energy: -5794.03071 Ha
* ΔE to the lowest compared entry with this formula, charge and spin: 38.27 kJ/mol
* HOMO-LUMO gap (alpha / beta): 6.985 / 6.985 eV
* LUMO level (alpha / beta): -4.367 / -4.366 eV
* total charge: +1
* strongest force on any atom: 1.03 eV/Å
* E_HOMO (alpha / beta): -0.4172 / -0.4171 Eh

Mulliken atomic charge list, values in e, 6 entries: Pd -0.62; O -0.66; S 1.45; O -0.75; O -0.61; C 0.13

---

No. 2
# C18H20N2O2

The molecule C18H20N2O2 (ωB97M-V with the def2-TZVPD basis set, OMol25).

```
42
Properties=species:S:1:pos:R:3
C 0.977 5.555 -1.973
C 0.334 4.487 -1.164
C -0.995 4.035 -1.216
C -1.085 3.034 -0.272
C -2.233 2.179 0.124
N 0.140 2.937 0.293
C 0.617 2.020 1.289
C 1.740 1.149 0.699
O 2.882 1.907 0.416
C 2.134 0.052 1.700
O 1.066 -0.815 1.995
C 0.698 -1.782 1.100
C 1.385 -2.078 -0.094
C 0.943 -3.083 -0.909
C -0.197 -3.845 -0.590
C -0.667 -4.887 -1.415
C -1.775 -5.607 -1.067
C -2.464 -5.314 0.122
C -2.035 -4.309 0.942
C -0.892 -3.548 0.612
C -0.423 -2.510 1.434
N 1.004 3.808 -0.248
H 0.497 6.514 -1.781
H 0.881 5.336 -3.035
H 2.029 5.627 -1.714
H -1.776 4.394 -1.855
H -2.007 1.123 -0.034
H -3.101 2.440 -0.475
H -2.481 2.323 1.176
H 1.023 2.586 2.135
H -0.202 1.388 1.632
H 1.354 0.678 -0.224
H 2.575 2.763 0.054
H 3.014 -0.482 1.327
H 2.399 0.520 2.652
H 2.265 -1.521 -0.373
H 1.477 -3.305 -1.823
H -0.132 -5.108 -2.328
H -2.129 -6.406 -1.701
H -3.338 -5.894 0.382
H -2.562 -4.082 1.857
H -0.939 -2.278 2.354
```

Values from the calculation:
* calculated total energy: -957.90167 Ha
* ΔE to the lowest compared entry with this formula, charge and spin: 161.95 kJ/mol
* HOMO-LUMO gap: 8.610 eV
* LUMO level: 0.617 eV
* strongest force on any atom: 0.72 eV/Å
* E_HOMO: -0.2937 Eh
* SMILES string: Cc1cc(C)n(C[C@@H](O)COc2ccc3ccccc3c2)n1

natural (NBO) atomic charge list, values in e, 6 entries: C -0.64; C 0.16; C -0.35; C 0.18; C -0.65; N -0.17

---

No. 3
# C3H3N2S

A structure of composition C3H3N2S (ωB97M-V with the def2-TZVPD basis set, OMol25).

```
9
Properties=species:S:1:pos:R:3
C -0.659 -0.004 0.083
C 2.390 0.208 -0.133
C -1.840 0.583 0.078
N 0.591 -1.978 0.004
N -0.228 -1.203 0.052
S 1.274 1.201 0.066
H 3.178 -0.486 -0.285
H -1.938 1.657 0.084
H -2.768 0.023 0.051
```

Values from the calculation:
* calculated total energy: -623.36429 Ha
* ΔE to the lowest compared entry with this formula, charge and spin: 342.16 kJ/mol
* HOMO-LUMO gap: 8.414 eV
* LUMO level: -5.852 eV
* total charge: +1
* strongest force on any atom: 3.46 eV/Å
* E_HOMO: -0.5243 Eh

natural (NBO) atomic charge list, values in e, 6 entries: C -0.12; C -0.35; C -0.22; N 0.18; N 0.05; S 0.69

---

No. 4
# C32H37Cl2FIN6O3PSi2

A structure of composition C32H37Cl2FIN6O3PSi2 (ωB97M-V with the def2-TZVPD basis set, OMol25).

```
85
Properties=species:S:1:pos:R:3
C 8.252 -1.466 2.079
C 7.849 -1.398 0.606
F 8.157 -2.619 -0.022
Si 6.014 -1.014 0.312
Cl 5.215 -2.278 -1.085
I 5.683 1.238 -0.481
O 5.174 -1.202 1.704
Si 3.557 -1.036 1.995
Cl 3.345 -0.447 3.947
P 2.404 -3.032 1.819
O 1.835 -2.848 0.282
O 3.659 -4.057 1.450
H 7.407 -1.386 2.760
H 8.730 -2.431 2.248
H 8.967 -0.683 2.326
H 8.430 -0.637 0.082
H 3.033 0.038 1.131
H 2.448 -3.198 -0.380
H 3.779 -4.739 2.117
N -1.312 -0.174 -1.469
C -1.630 1.073 -1.810
C -0.718 2.118 -1.861
C 0.605 1.852 -1.542
C 0.949 0.559 -1.182
C -0.040 -0.415 -1.157
H -2.672 1.247 -2.057
H -1.033 3.112 -2.152
H 1.352 2.636 -1.579
H 1.970 0.299 -0.935
H 0.211 -1.432 -0.877
N -1.755 4.813 -4.071
C -1.094 5.397 -5.067
C -1.266 5.059 -6.402
C -2.169 4.058 -6.721
C -2.864 3.440 -5.693
C -2.622 3.855 -4.392
H -0.391 6.173 -4.786
H -0.699 5.569 -7.169
H -2.327 3.763 -7.750
H -3.575 2.649 -5.888
H -3.148 3.391 -3.565
N 3.143 3.542 -0.886
C 3.179 4.831 -1.217
C 2.361 5.791 -0.640
C 1.452 5.399 0.332
C 1.409 4.059 0.683
C 2.271 3.175 0.051
H 3.896 5.109 -1.982
H 2.437 6.824 -0.952
H 0.793 6.114 0.810
H 0.719 3.699 1.435
H 2.262 2.120 0.309
N -2.169 -7.529 2.408
C -2.729 -6.418 1.935
C -2.007 -5.336 1.453
C -0.623 -5.405 1.474
C -0.027 -6.553 1.969
C -0.839 -7.584 2.420
H -3.813 -6.392 1.937
H -2.519 -4.462 1.072
H -0.027 -4.581 1.106
H 1.050 -6.657 2.003
H -0.400 -8.497 2.808
N -7.945 -9.663 0.424
C -7.056 -10.109 1.309
C -5.754 -9.639 1.394
C -5.351 -8.649 0.512
C -6.266 -8.173 -0.412
C -7.545 -8.711 -0.415
H -7.403 -10.883 1.985
H -5.074 -10.034 2.136
H -4.341 -8.262 0.550
H -6.000 -7.400 -1.121
H -8.284 -8.360 -1.128
N -0.618 7.505 2.271
C -0.567 8.795 1.946
C -1.388 9.760 2.511
C -2.312 9.366 3.465
C -2.375 8.026 3.812
C -1.510 7.139 3.188
H 0.166 9.073 1.197
H -1.300 10.794 2.206
H -2.971 10.089 3.928
H -3.080 7.669 4.550
H -1.535 6.084 3.439
```

Values from the calculation:
* calculated total energy: -4034.35116 Ha
* HOMO-LUMO gap: 9.023 eV
* LUMO level: 0.145 eV
* strongest force on any atom: 1.14 eV/Å
* E_HOMO: -0.3263 Eh

Mulliken atomic charge list, values in e, 6 entries: C -1.08; C 0.31; F -0.33; Si 0.28; Cl -0.27; I -0.06

---

No. 5
# C5H35O15

A cluster of 14 separate species, C5H35O15 in total (ωB97M-V with the def2-TZVPD basis set, OMol25).

```
55
Properties=species:S:1:pos:R:3
O 0.025 -1.466 -1.324
C 0.178 -0.442 -0.762
O 1.225 0.313 -0.770
C -0.865 0.122 0.238
C -2.269 -0.431 -0.171
C -2.976 0.700 -1.004
C -3.281 -0.851 0.916
H -0.811 1.200 0.496
H -0.564 -0.384 1.149
H -2.045 -1.241 -0.859
H -2.491 1.615 -0.649
H -4.028 0.542 -0.989
H -2.699 0.609 -2.097
H -3.658 0.076 1.459
H -3.039 -1.734 1.495
H -4.128 -1.173 0.375
H -1.788 -1.150 -3.788
H -0.281 -1.249 -3.443
O -1.011 -0.707 -3.706
H -1.126 -4.072 1.066
H -1.166 -3.349 2.441
O -1.506 -4.107 1.913
H -0.094 -1.572 2.532
H 0.837 -2.356 3.344
O -0.219 -2.171 3.297
H 1.986 1.477 1.648
H 3.339 0.669 1.240
O 2.930 1.543 1.327
H 0.037 3.226 0.590
H 0.074 4.173 1.738
O -0.567 3.533 1.300
H 0.724 0.958 3.653
H 0.168 1.955 2.733
O 0.636 1.120 2.687
H 0.285 -3.965 -1.483
H -0.870 -3.053 -1.284
O -0.596 -3.981 -1.162
H 2.471 3.620 1.317
H 1.654 3.879 -0.057
O 1.872 4.214 0.884
H 2.193 -0.552 -0.066
H 3.411 -1.445 -0.281
O 2.847 -1.218 0.401
H 0.432 1.630 -3.562
H -0.931 1.012 -3.399
O -0.492 1.850 -3.476
H 2.132 -3.515 2.309
H 2.287 -2.111 1.699
O 2.208 -2.621 2.504
H 2.904 1.639 -2.788
H 1.912 0.539 -2.265
O 2.149 1.103 -3.062
H 0.625 2.987 -2.078
H 0.865 1.827 -1.039
O 1.095 2.791 -1.189
```

Values from the calculation:
* calculated total energy: -1339.95303 Ha
* ΔE to the lowest compared entry with this formula, charge and spin: 65.06 kJ/mol
* HOMO-LUMO gap (alpha / beta): 10.194 / 4.188 eV
* LUMO level (alpha / beta): -0.265 / -6.270 eV
* strongest force on any atom: 3.98 eV/Å
* 2S+1: 2
* E_HOMO (alpha / beta): -0.3843 / -0.3843 Eh

natural (NBO) atomic charge list, values in e, 6 entries: O -0.56; C 0.81; O -0.45; C -0.43; C -0.19; C -0.62

---

No. 6
# C28H29BNO3Tm

A structure of composition C28H29BNO3Tm (ωB97M-V with the def2-TZVPD basis set, OMol25).

```
63
Properties=species:S:1:pos:R:3
C 2.173 -0.135 1.612
C 2.215 -0.837 0.385
C 1.852 0.055 -0.649
H 2.464 -1.876 0.266
C 1.619 1.316 -0.062
C 1.819 1.199 1.325
H 1.281 2.197 -0.576
C -1.309 -1.738 1.983
C -0.212 -2.455 1.477
C -0.307 -2.459 0.069
H 0.580 -2.897 2.058
C -1.456 -1.737 -0.319
C -2.073 -1.298 0.882
H 1.787 -0.174 -1.699
H 1.648 1.977 2.048
H 2.388 -0.542 2.585
H -2.956 -0.690 0.952
H 0.400 -2.913 -0.602
H -1.513 -1.527 3.019
Tm -0.011 -0.210 0.753
C -1.987 -1.529 -1.722
C -3.496 -1.801 -1.702
C -1.305 -2.479 -2.701
H -3.690 -2.811 -1.344
H -3.913 -1.691 -2.697
H -4.008 -1.109 -1.034
H -1.495 -3.517 -2.434
H -0.226 -2.324 -2.711
H -1.684 -2.315 -3.703
C -1.690 -0.073 -2.103
C -2.228 0.449 -3.418
H -0.606 0.067 -2.110
H -2.047 0.588 -1.314
O -3.135 -0.065 -4.063
N -1.627 1.592 -3.862
C -0.440 2.222 -3.331
H -1.951 1.887 -4.770
C 0.877 1.644 -3.797
C 2.059 2.268 -3.400
H 2.013 3.139 -2.759
C 3.289 1.778 -3.806
H 4.196 2.274 -3.489
C 3.358 0.645 -4.609
H 4.318 0.258 -4.921
C 2.188 0.013 -4.998
H 2.231 -0.871 -5.621
C 0.955 0.512 -4.597
H 0.047 0.018 -4.915
H -0.468 2.196 -2.243
H -0.481 3.278 -3.601
O 0.250 -0.633 4.377
B -0.017 0.386 3.389
O -0.226 1.661 4.036
C -0.107 1.359 5.344
C -0.238 2.225 6.429
C -0.076 1.699 7.726
C 0.210 0.330 7.912
C 0.337 -0.523 6.806
C 0.171 0.023 5.535
H -0.457 3.274 6.279
H -0.173 2.347 8.587
H 0.332 -0.067 8.912
H 0.555 -1.576 6.934
```

Values from the calculation:
* calculated total energy: -2474.92659 Ha
* HOMO-LUMO gap (alpha / beta): 7.226 / 7.228 eV
* LUMO level (alpha / beta): -0.094 / -0.082 eV
* strongest force on any atom: 4.36 eV/Å
* 2S+1: 3
* E_HOMO (alpha / beta): -0.2690 / -0.2686 Eh

natural (NBO) atomic charge list, values in e, 6 entries: C -0.34; C -0.34; C -0.34; H 0.24; C -0.39; C -0.29

---

No. 7
# C24H19N3O2

The molecule C24H19N3O2 (ωB97M-V with the def2-TZVPD basis set, OMol25).

```
48
Properties=species:S:1:pos:R:3
N -4.950 -0.877 -2.898
C -4.929 -0.176 -1.989
C -4.862 0.658 -0.853
C -5.698 1.769 -0.752
C -5.627 2.584 0.359
C -4.721 2.292 1.369
C -3.885 1.193 1.284
C -3.944 0.358 0.173
N -3.141 -0.770 0.016
C -2.203 -1.279 0.872
O -1.923 -0.803 1.944
C -1.525 -2.523 0.295
C -0.651 -3.195 1.350
C 0.721 -2.552 1.175
O 1.658 -2.642 1.928
N 0.704 -1.880 -0.009
C 1.778 -1.110 -0.503
C 2.305 -1.372 -1.748
C 3.386 -0.649 -2.283
C 3.944 0.347 -1.532
C 3.395 0.629 -0.270
C 4.050 1.697 0.366
C 3.602 2.110 1.589
C 2.491 1.455 2.156
C 1.850 0.410 1.540
C 2.305 -0.054 0.288
C 5.166 2.177 -0.519
C 5.089 1.287 -1.785
C -0.503 -2.094 -0.774
H -6.394 1.977 -1.551
H -6.273 3.444 0.440
H -4.662 2.929 2.238
H -3.186 0.973 2.073
H -3.295 -1.273 -0.850
H -2.284 -3.191 -0.119
H -0.563 -4.270 1.190
H -1.011 -3.019 2.363
H 1.882 -2.173 -2.337
H 3.759 -0.902 -3.265
H 4.072 2.925 2.120
H 2.131 1.797 3.116
H 0.998 -0.052 2.013
H 6.129 2.071 -0.016
H 5.040 3.234 -0.765
H 6.016 0.732 -1.940
H 4.911 1.882 -2.683
H -0.367 -2.893 -1.516
H -0.784 -1.177 -1.301
```

Values from the calculation:
* calculated total energy: -1240.77981 Ha
* ΔE to the lowest compared entry with this formula, charge and spin: 0.00 kJ/mol
* HOMO-LUMO gap: 7.878 eV
* LUMO level: 0.127 eV
* strongest force on any atom: 0.97 eV/Å
* E_HOMO: -0.2849 Eh
* SMILES string: N#Cc1ccccc1NC(=O)[C@@H]1CC(=O)N(c2ccc3c4c(cccc24)CC3)C1

natural (NBO) atomic charge list, values in e, 6 entries: N -0.31; C 0.27; C -0.26; C -0.12; C -0.24; C -0.16

---

No. 8
# C4H6O4

The molecule C4H6O4 (ωB97M-V with the def2-TZVPD basis set, OMol25).

```
14
Properties=species:S:1:pos:R:3
C -0.225 -0.778 1.899
C 0.282 -0.987 0.509
O 0.164 -1.971 -0.178
O 1.227 0.158 0.184
C 0.740 0.518 -1.035
O 1.511 0.275 -2.136
C -0.527 0.957 -1.218
O -1.294 1.448 -0.188
H 0.130 -1.601 2.524
H 0.122 0.168 2.314
H -1.317 -0.751 1.881
H 2.288 -0.209 -1.809
H -0.919 1.141 -2.209
H -2.181 1.631 -0.538
```

Values from the calculation:
* calculated total energy: -456.92553 Ha
* ΔE to the lowest compared entry with this formula, charge and spin: 250.42 kJ/mol
* HOMO-LUMO gap: 8.622 eV
* LUMO level: 0.648 eV
* strongest force on any atom: 2.55 eV/Å
* E_HOMO: -0.2930 Eh
* SMILES string: CC(=O)O/C(O)=C\O

natural (NBO) atomic charge list, values in e, 6 entries: C -0.74; C 0.82; O -0.52; O -0.55; C 0.48; O -0.67

---

No. 9
# C5H7Cl3

The molecule C5H7Cl3 (ωB97M-V with the def2-TZVPD basis set, OMol25).

```
15
Properties=species:S:1:pos:R:3
C 1.957 -0.816 0.007
C 1.478 0.633 -0.011
C -0.022 0.818 -0.010
C -0.912 -0.151 -0.003
C -2.404 -0.005 0.001
Cl -3.067 -0.801 1.455
Cl -3.073 -0.823 -1.445
Cl -2.947 1.693 -0.010
H 3.057 -0.844 0.005
H 1.576 -1.351 -0.874
H 1.630 -1.326 0.892
H 1.853 1.165 0.874
H 1.864 1.152 -0.892
H -0.375 1.847 0.003
H -0.615 -1.191 0.006
```

Values from the calculation:
* calculated total energy: -1575.27361 Ha
* ΔE to the lowest compared entry with this formula, charge and spin: 0.00 kJ/mol
* HOMO-LUMO gap: 10.776 eV
* LUMO level: 0.683 eV
* strongest force on any atom: 0.87 eV/Å
* E_HOMO: -0.3709 Eh
* SMILES string: CC/C=C/C(Cl)(Cl)Cl

natural (NBO) atomic charge list, values in e, 6 entries: C -0.61; C -0.43; C -0.11; C -0.30; C -0.09; Cl 0.01

---

No. 10
# C4H2HgO5

A structure of composition C4H2HgO5 (ωB97M-V with the def2-TZVPD basis set, OMol25).

```
12
Properties=species:S:1:pos:R:3
Hg 0.323 0.131 -0.189
O 0.179 -3.237 1.517
C 0.190 -2.203 1.056
C -1.947 0.869 -1.181
O -2.896 1.186 -1.698
C 2.285 1.530 -0.085
O 3.262 2.100 -0.244
C 0.859 -1.139 -2.381
O 1.172 -1.628 -3.359
O -1.527 0.654 2.347
H -1.299 1.391 1.736
H -0.602 0.346 2.483
```

Values from the calculation:
* calculated total energy: -682.44915 Ha
* ΔE to the lowest compared entry with this formula, charge and spin: 4.25 kJ/mol
* HOMO-LUMO gap: 8.113 eV
* LUMO level: -11.792 eV
* total charge: +2
* strongest force on any atom: 4.15 eV/Å
* E_HOMO: -0.7315 Eh

natural (NBO) atomic charge list, values in e, 6 entries: Hg 1.32; O -0.29; C 0.44; C 0.44; O -0.28; C 0.44

---

Question: Which of these has the lowest calculated total energy?
Answer: C36H24BrF4O3P2PdS